Entry 1:
Density functional theory data (ωB97M-V with the def2-TZVPD basis set) for an isolated molecule of C25H29N3O7.

The geometry in ORCA input format:
```
! RIJCOSX wB97M-V def2-TZVPD def2/J DEFGRID3
* xyz 0 1
H -0.99741 -3.00377 -2.13226
H 2.61520 0.61037 2.96584
C 3.79394 -0.36772 -1.74657
H 1.08999 -0.31105 0.18270
C 2.74413 1.24399 2.10150
C 4.15831 2.20644 0.42445
H -1.40130 0.54709 -1.69456
O -3.77805 -2.78746 -0.45907
C 3.42649 -1.67645 0.22678
C -2.73897 -3.03897 0.11925
C -2.25102 -0.11497 0.83406
C 0.13849 -2.45251 -0.55292
H 5.81135 -0.27612 -2.44888
O -2.03676 2.96102 0.38387
C -3.22980 1.68719 -2.15745
C -1.46346 2.26636 -0.42153
H 0.00291 3.88350 0.61091
H -4.63616 -0.55789 -1.05117
O 0.65439 -1.55417 -1.40148
H 5.15518 -2.61622 1.06059
H -4.00366 -1.24535 1.48988
C 3.99870 1.39904 1.53667
N -2.91237 0.32764 -0.24558
H -1.57795 -0.83694 3.31643
O -4.74454 2.74769 -0.55505
H 1.29514 0.35447 -1.46090
H -3.94505 2.91353 -0.02242
H -4.90959 0.41382 0.42003
H 2.75098 -2.06541 0.97317
C -2.93402 -1.18266 1.69645
H -1.18927 -4.55345 0.37595
H -3.14877 -0.05302 3.51248
C 3.06605 2.85634 -0.12316
O -1.09025 0.21334 1.03017
N -2.33426 -2.43442 1.25420
C -4.33804 0.34276 -0.50579
C 1.46550 -0.51614 -0.82433
C 1.80763 2.71033 0.44364
H -3.01988 2.70725 -2.47562
H 0.66977 1.76312 1.98711
H 5.13452 2.32586 -0.02120
C 0.60698 3.38931 -0.15735
H 4.85074 0.88787 1.95877
H -5.41562 1.54114 -1.99023
H 0.90452 4.11659 -0.91851
C -1.70952 -4.03625 -0.43194
C 5.63583 -1.47883 -0.68727
H -3.00102 -1.80129 3.75759
H 6.68944 -1.71443 -0.64808
H 3.41070 0.26519 -2.53389
C 4.77440 -1.98409 0.27167
H -2.19341 -4.75327 -1.09389
C 1.65188 1.89760 1.56015
O 0.40297 -2.54487 0.62382
C -2.64941 -0.95629 3.17168
H -1.36569 -2.56351 1.53549
H 3.19301 3.48417 -0.99360
O -0.21456 2.41058 -0.81757
C -2.16791 1.14818 -1.19416
C -4.53567 1.61753 -1.34651
C 2.92675 -0.86376 -0.78287
H -3.29918 1.04719 -3.03571
N -0.73626 -3.27437 -1.19638
C 5.14299 -0.67090 -1.69742
*
```

Calculated values
**E_tot**: -45201.169 eV
**SMILES**: C[C@H](NC(=O)CNC(=O)OCc1ccccc1)C(=O)N1C[C@@H](O)C[C@H]1C(=O)OCc1ccccc1
**ΔE to the lowest compared entry with this formula, charge and spin**: 0.000 eV

---

Entry 2:
Density functional theory data (ωB97M-V with the def2-TZVPD basis set) for an isolated molecule of C25H29N5OS in a non-equilibrium geometry.

The geometry in ORCA input format:
```
! RIJCOSX wB97M-V def2-TZVPD def2/J DEFGRID3
* xyz 0 1
C 5.61924 -3.30294 -1.02035
H 4.47441 -4.15400 0.60932
C 2.98151 2.19897 0.54435
H 6.36580 -2.07015 -2.63636
H -3.56226 -2.45526 1.10734
H -6.69249 0.53651 -3.93300
C 3.23248 -2.76275 -0.47048
H -2.19947 -1.39630 -0.61381
C -8.02432 0.69851 -0.84363
N 4.01070 0.67930 -1.00003
H 6.05823 -1.19168 -1.13224
C 2.91088 3.48125 1.10683
H -4.58576 0.27322 2.05091
N -4.53428 -0.21571 -0.01136
C 3.75193 4.46228 0.64879
N 3.35854 -1.50142 -1.16683
C 3.91498 1.92113 -0.48281
C -2.11594 -0.50529 0.01934
H 5.32916 -4.10490 -1.70403
H -6.97466 0.39244 0.97848
C 4.75662 2.94937 -0.93975
H -8.84444 0.98774 -2.80223
C -5.67532 0.14892 -0.72179
H 3.91052 -2.36696 -2.95410
H 6.59777 -3.55259 -0.60641
C -6.75556 0.50499 -2.85482
H 4.31888 -0.63817 -2.78554
C 4.29328 -1.59943 -2.27383
O -1.54788 -0.97495 3.55040
H 2.19594 3.66500 1.89416
C 4.67167 4.19507 -0.37467
H -3.23712 0.75175 -1.33337
H 5.46464 2.72657 -1.72284
H 5.32228 4.98667 -0.71700
H -3.46814 -1.79946 2.76711
H -5.56376 -1.13387 1.54576
C 3.23587 -0.29052 -0.55899
H 2.49993 -2.68959 0.32969
C 4.58721 -3.19653 0.09917
N -2.19942 -0.91643 1.39988
C -6.89767 0.40480 -0.09764
S 0.97764 -1.09559 0.95827
H -4.70542 -0.01752 -2.63366
C 2.23657 0.03272 0.43511
C 5.68916 -1.98387 -1.78544
H 3.70980 5.45306 1.07662
C -0.01573 0.00595 2.02020
H -3.17234 1.34633 0.33946
H 2.87886 -3.50638 -1.19215
H 0.55422 0.18618 2.93091
C -1.32226 -0.66777 2.39532
C -3.46754 -1.54359 1.70689
H -1.16910 -0.01688 -0.19655
C -3.27827 0.44486 -0.28969
H -0.15218 0.94715 1.48833
C -5.62891 0.20155 -2.11862
H 4.91676 -2.45617 0.83169
H -8.95719 0.89571 -0.33534
N 2.13765 1.21984 0.94873
C -4.62823 -0.59982 1.37926
C -7.96346 0.75450 -2.22413
*
```

Calculated values
**E_tot**: -46729.892 eV
**SMILES**: O=C(CSc1nc2ccccc2nc1N1CCCCC1)N1CCN(c2ccccc2)CC1
**ΔE to the lowest compared entry with this formula, charge and spin**: 0.000 eV

---

Entry 3:
Density functional theory data (ωB97M-V with the def2-TZVPD basis set) for a structure of composition C25H30Br2N5O2PReS2.

The geometry in ORCA input format:
```
! RIJCOSX wB97M-V def2-TZVPD def2/J DEFGRID3
* xyz 1 3
H 2.41436 4.01381 3.79193
H -1.83670 -2.29367 0.26642
C 1.52585 3.13629 -2.94929
H -1.87368 -3.18308 -1.26814
H 0.98886 -4.47583 2.24368
C -1.39708 -0.31037 -5.83059
H -2.61009 -4.27413 1.50511
H 4.02763 -4.08884 2.19542
H -4.85484 1.54365 1.13163
C -0.84446 0.71113 -1.63640
H -4.01517 1.73861 4.80195
C -2.69122 -4.27180 0.41802
H -2.52401 -0.56988 -1.30776
C -2.06829 -0.43432 -3.38990
S 0.44094 -1.43223 1.72154
P 0.81535 -2.74838 0.23451
O -0.38024 -3.75347 0.02829
H -2.48469 -5.27687 0.04867
C -0.16055 0.84743 -3.97178
H 3.15135 4.54413 -2.48201
H 1.01648 3.47936 -3.83472
O 1.99693 -3.72630 0.57156
C -1.12816 1.70677 1.96694
C -3.43264 1.75077 2.72473
C 0.00558 1.18226 -2.63881
C 2.58767 3.65742 -2.25103
Re 1.31437 0.27117 0.18796
C -4.45726 1.90891 3.82068
H -3.71566 -4.01044 0.14712
H 3.35038 2.22814 1.94241
H -3.20706 1.19729 -0.60898
S 1.32259 -1.66484 -1.36049
C 1.97341 -4.54194 1.77987
N 1.87047 1.80230 -1.21147
N 0.20057 2.15240 2.30408
H 5.14931 1.18075 -0.52993
C 2.33470 2.41756 2.24971
C -2.86540 1.34425 0.40400
H -2.88875 -1.08597 -3.66846
C -3.80286 1.55193 1.39687
C 5.06489 0.10774 -0.62286
C -1.21750 0.04771 -4.37885
H 3.13219 -4.76677 3.56230
C 0.48968 3.13017 3.18590
C -2.07848 1.84439 2.97681
C 3.06650 -4.08610 2.71176
H -4.88715 2.91299 3.81954
H 5.99008 -0.39913 -0.38439
H 0.55912 1.20676 -4.70016
C -1.48779 1.32755 0.66537
C 2.75526 2.79178 -1.16620
C -1.87413 -0.13047 -2.05144
H 2.12221 -5.56426 1.44279
H 3.45755 2.85044 -0.35106
Br 4.55425 -0.34591 -2.39729
C -1.73507 -3.28050 -0.19216
H -0.54691 -0.88706 -6.19849
N 1.11903 2.01976 -2.30861
H -5.27901 1.20301 3.69635
H -0.29425 3.64401 3.71491
Br 3.82953 -0.49482 0.76245
N 1.33437 1.71806 1.70802
H -2.29593 -0.90607 -5.97837
H 2.86499 -3.08233 3.08743
C 1.85281 3.31589 3.19533
H -1.73704 2.04223 3.98669
H -1.48115 0.58306 -6.45134
N -0.52611 0.97395 -0.27775
*
```

Calculated values
**E_tot**: -211129.798 eV
**ΔE to the lowest compared entry with this formula, charge and spin**: 0.167 eV

---

What did the first record say?
Density functional theory data (ωB97M-V with the def2-TZVPD basis set) for an isolated molecule of C25H29N3O7.

The geometry in ORCA input format:
```
! RIJCOSX wB97M-V def2-TZVPD def2/J DEFGRID3
* xyz 0 1
H -0.99741 -3.00377 -2.13226
H 2.61520 0.61037 2.96584
C 3.79394 -0.36772 -1.74657
H 1.08999 -0.31105 0.18270
C 2.74413 1.24399 2.10150
C 4.15831 2.20644 0.42445
H -1.40130 0.54709 -1.69456
O -3.77805 -2.78746 -0.45907
C 3.42649 -1.67645 0.22678
C -2.73897 -3.03897 0.11925
C -2.25102 -0.11497 0.83406
C 0.13849 -2.45251 -0.55292
H 5.81135 -0.27612 -2.44888
O -2.03676 2.96102 0.38387
C -3.22980 1.68719 -2.15745
C -1.46346 2.26636 -0.42153
H 0.00291 3.88350 0.61091
H -4.63616 -0.55789 -1.05117
O 0.65439 -1.55417 -1.40148
H 5.15518 -2.61622 1.06059
H -4.00366 -1.24535 1.48988
C 3.99870 1.39904 1.53667
N -2.91237 0.32764 -0.24558
H -1.57795 -0.83694 3.31643
O -4.74454 2.74769 -0.55505
H 1.29514 0.35447 -1.46090
H -3.94505 2.91353 -0.02242
H -4.90959 0.41382 0.42003
H 2.75098 -2.06541 0.97317
C -2.93402 -1.18266 1.69645
H -1.18927 -4.55345 0.37595
H -3.14877 -0.05302 3.51248
C 3.06605 2.85634 -0.12316
O -1.09025 0.21334 1.03017
N -2.33426 -2.43442 1.25420
C -4.33804 0.34276 -0.50579
C 1.46550 -0.51614 -0.82433
C 1.80763 2.71033 0.44364
H -3.01988 2.70725 -2.47562
H 0.66977 1.76312 1.98711
H 5.13452 2.32586 -0.02120
C 0.60698 3.38931 -0.15735
H 4.85074 0.88787 1.95877
H -5.41562 1.54114 -1.99023
H 0.90452 4.11659 -0.91851
C -1.70952 -4.03625 -0.43194
C 5.63583 -1.47883 -0.68727
H -3.00102 -1.80129 3.75759
H 6.68944 -1.71443 -0.64808
H 3.41070 0.26519 -2.53389
C 4.77440 -1.98409 0.27167
H -2.19341 -4.75327 -1.09389
C 1.65188 1.89760 1.56015
O 0.40297 -2.54487 0.62382
C -2.64941 -0.95629 3.17168
H -1.36569 -2.56351 1.53549
H 3.19301 3.48417 -0.99360
O -0.21456 2.41058 -0.81757
C -2.16791 1.14818 -1.19416
C -4.53567 1.61753 -1.34651
C 2.92675 -0.86376 -0.78287
H -3.29918 1.04719 -3.03571
N -0.73626 -3.27437 -1.19638
C 5.14299 -0.67090 -1.69742
*
```

Calculated values
**E_tot**: -45201.169 eV
**SMILES**: C[C@H](NC(=O)CNC(=O)OCc1ccccc1)C(=O)N1C[C@@H](O)C[C@H]1C(=O)OCc1ccccc1
**ΔE to the lowest compared entry with this formula, charge and spin**: 0.000 eV

---

> What is the ΔE to the lowest compared entry with this formula, charge and spin in the first record?

0.000 eV

---

What did the second record say?
Density functional theory data (ωB97M-V with the def2-TZVPD basis set) for an isolated molecule of C25H29N5OS in a non-equilibrium geometry.

The geometry in ORCA input format:
```
! RIJCOSX wB97M-V def2-TZVPD def2/J DEFGRID3
* xyz 0 1
C 5.61924 -3.30294 -1.02035
H 4.47441 -4.15400 0.60932
C 2.98151 2.19897 0.54435
H 6.36580 -2.07015 -2.63636
H -3.56226 -2.45526 1.10734
H -6.69249 0.53651 -3.93300
C 3.23248 -2.76275 -0.47048
H -2.19947 -1.39630 -0.61381
C -8.02432 0.69851 -0.84363
N 4.01070 0.67930 -1.00003
H 6.05823 -1.19168 -1.13224
C 2.91088 3.48125 1.10683
H -4.58576 0.27322 2.05091
N -4.53428 -0.21571 -0.01136
C 3.75193 4.46228 0.64879
N 3.35854 -1.50142 -1.16683
C 3.91498 1.92113 -0.48281
C -2.11594 -0.50529 0.01934
H 5.32916 -4.10490 -1.70403
H -6.97466 0.39244 0.97848
C 4.75662 2.94937 -0.93975
H -8.84444 0.98774 -2.80223
C -5.67532 0.14892 -0.72179
H 3.91052 -2.36696 -2.95410
H 6.59777 -3.55259 -0.60641
C -6.75556 0.50499 -2.85482
H 4.31888 -0.63817 -2.78554
C 4.29328 -1.59943 -2.27383
O -1.54788 -0.97495 3.55040
H 2.19594 3.66500 1.89416
C 4.67167 4.19507 -0.37467
H -3.23712 0.75175 -1.33337
H 5.46464 2.72657 -1.72284
H 5.32228 4.98667 -0.71700
H -3.46814 -1.79946 2.76711
H -5.56376 -1.13387 1.54576
C 3.23587 -0.29052 -0.55899
H 2.49993 -2.68959 0.32969
C 4.58721 -3.19653 0.09917
N -2.19942 -0.91643 1.39988
C -6.89767 0.40480 -0.09764
S 0.97764 -1.09559 0.95827
H -4.70542 -0.01752 -2.63366
C 2.23657 0.03272 0.43511
C 5.68916 -1.98387 -1.78544
H 3.70980 5.45306 1.07662
C -0.01573 0.00595 2.02020
H -3.17234 1.34633 0.33946
H 2.87886 -3.50638 -1.19215
H 0.55422 0.18618 2.93091
C -1.32226 -0.66777 2.39532
C -3.46754 -1.54359 1.70689
H -1.16910 -0.01688 -0.19655
C -3.27827 0.44486 -0.28969
H -0.15218 0.94715 1.48833
C -5.62891 0.20155 -2.11862
H 4.91676 -2.45617 0.83169
H -8.95719 0.89571 -0.33534
N 2.13765 1.21984 0.94873
C -4.62823 -0.59982 1.37926
C -7.96346 0.75450 -2.22413
*
```

Calculated values
**E_tot**: -46729.892 eV
**SMILES**: O=C(CSc1nc2ccccc2nc1N1CCCCC1)N1CCN(c2ccccc2)CC1
**ΔE to the lowest compared entry with this formula, charge and spin**: 0.000 eV